[1]
DFT (ωB97M-V/def2-TZVPD) results for a cluster of 3 separate species, C20H35N4O5S2 in total.

Geometry as XYZ:
```
66
Properties=species:S:1:pos:R:3:forces:R:3
C 3.455 -2.859 0.032 0.174 0.162 0.555
H 3.071 6.076 -2.944 -0.073 -0.307 0.156
C -1.747 -2.817 -0.631 0.884 -1.348 1.916
H -0.375 -1.262 -1.431 -1.590 -0.325 0.060
C -3.146 -1.743 4.464 -0.257 -0.014 0.507
H -3.675 -4.063 2.917 0.039 -0.011 0.038
H -0.592 4.762 -2.824 -0.037 -0.072 -0.088
N -2.604 0.037 0.672 3.141 0.628 -3.694
C -0.430 -3.621 0.012 -0.699 -0.084 0.037
H 4.414 1.484 -1.501 -1.621 -1.311 1.460
H -3.057 -1.082 5.329 0.104 0.154 -0.396
C 3.759 -0.712 -1.262 0.263 1.282 -1.340
C -3.194 -4.028 3.901 -0.514 -0.723 -0.007
H -3.634 -1.230 3.631 0.064 0.112 0.059
H 4.892 -0.994 -1.207 -2.232 0.319 0.265
H -0.136 -3.003 0.966 -0.262 -1.266 -1.905
C 3.613 0.881 -0.874 0.153 0.005 -1.083
H -2.242 1.783 2.028 -0.638 -0.817 -2.428
N -2.165 0.705 -1.900 2.521 -2.263 3.992
H -2.017 -0.431 1.404 -0.580 0.008 -1.172
C 0.784 -3.848 -1.066 -0.934 0.020 -0.929
C 2.130 5.579 -2.692 0.407 0.807 0.285
N 2.831 -1.567 -0.435 1.473 -0.960 1.028
H 1.443 6.070 -4.661 -0.071 0.010 0.191
O -0.805 -1.540 3.885 -1.110 -1.287 -0.225
H 2.314 0.992 2.081 1.506 -1.189 -1.527
H 2.558 1.307 -1.228 2.015 -0.929 0.937
H -0.790 -4.688 0.369 0.710 2.250 -0.678
H 0.430 -4.716 -1.805 0.961 1.769 1.680
H -0.120 1.803 0.525 -2.343 0.761 -0.858
H -2.196 -3.400 -1.542 0.929 1.538 1.468
O 3.892 1.144 0.546 -1.623 -1.626 -0.877
H 1.151 -0.343 0.186 2.018 -0.598 1.037
C 2.134 -0.804 0.667 -0.845 -0.406 0.635
C -1.801 -2.232 4.018 1.414 0.854 -0.357
H 0.503 6.859 -3.383 0.159 -0.116 -0.020
C 3.052 0.319 1.430 -0.679 -0.757 1.135
H -1.194 3.363 0.138 0.128 -2.594 0.114
C -2.433 1.549 0.881 -0.499 1.688 0.250
C -2.031 -0.252 -0.698 0.150 -0.050 -0.263
H 0.999 -2.920 -1.767 -0.270 -1.761 1.679
H 3.730 -0.245 2.220 -1.163 1.194 -1.851
N -1.294 -1.405 -0.944 -1.643 0.864 0.113
O 2.286 4.165 -2.810 -0.724 -1.063 -0.405
O -1.854 -3.567 3.735 0.630 0.946 0.037
H 1.870 5.816 -1.655 0.050 -0.052 -0.067
H -0.331 4.542 -4.591 -0.134 -0.233 0.334
H -0.101 1.426 -1.885 -2.383 1.371 0.710
C 1.028 5.939 -3.654 -0.221 0.821 -0.394
H -4.933 -2.982 4.704 0.171 -0.095 0.011
H 1.751 -1.612 1.457 0.877 1.924 -1.530
H -3.464 2.030 0.562 2.335 -0.734 0.603
C -1.152 2.180 0.066 -0.058 0.307 -0.540
C 0.151 4.713 -3.625 -0.045 0.312 -0.463
H -3.630 -3.289 5.864 -0.067 0.019 -0.198
H 3.419 -0.843 -2.398 0.836 0.425 2.318
C -3.847 -3.030 4.821 -0.781 -0.065 0.530
C -1.173 1.829 -1.557 0.747 1.309 0.467
S 2.413 -4.433 -0.263 -0.220 2.536 -0.297
H -3.188 -5.034 4.329 0.209 0.158 -0.224
O 0.939 2.432 -3.449 0.886 1.430 0.197
H -2.557 -2.772 0.225 1.566 0.041 -1.861
S 4.950 -3.056 0.815 -2.903 0.390 -1.690
H -1.694 0.218 -2.717 -1.189 0.344 1.271
H -1.492 2.795 -2.166 0.844 -2.277 1.223
C 1.137 3.628 -3.314 0.043 -1.426 0.067
```
Positions in Å, forces in eV/Å.

## Properties
Net charge = +1
Energy = -2174.19751 hartree
E_HOMO = -10.860 eV

[2]
DFT (ωB97M-V/def2-TZVPD) results for a cluster of 6 separate species, C20H35NO5 in total.

Geometry as XYZ:
```
61
Properties=species:S:1:pos:R:3:forces:R:3
H 8.991 0.607 0.342 0.586 -0.552 -0.022
H 1.152 -4.476 -0.932 0.303 0.120 0.306
O -3.869 -7.049 2.225 0.856 0.218 0.545
H 0.157 -1.384 -2.110 0.238 0.685 0.008
H -1.212 2.632 -7.043 -0.147 0.466 0.290
H -1.083 -1.548 -0.971 -0.155 -0.322 0.309
H 2.583 3.127 -5.745 -0.246 -0.378 0.289
N 8.181 -0.861 -0.919 -1.611 0.266 0.102
C 0.700 2.130 -6.187 1.226 -2.626 -0.616
C -3.381 -6.151 2.885 -2.036 -0.312 -0.257
O 0.960 -2.397 0.829 -0.152 -0.101 -0.978
C -1.580 5.402 -0.673 -0.750 -0.751 0.892
H 0.088 -0.348 -0.577 0.375 -0.109 -0.168
H 2.278 3.079 -7.426 -0.623 -0.082 -0.203
C -0.788 2.435 -6.058 1.262 -0.328 0.800
C 8.252 0.378 -0.411 0.678 0.500 0.200
H -3.567 5.294 1.267 0.377 0.166 0.045
C 1.766 3.150 -6.466 -0.782 1.459 0.695
H -4.919 4.961 0.266 0.077 -0.010 -0.449
H -3.162 -4.556 1.312 -0.476 -0.632 -0.098
H -1.478 0.116 5.141 0.204 0.170 -0.021
O -4.592 0.005 4.603 -0.165 -0.257 -0.071
H -1.339 6.375 -0.244 0.140 0.200 -0.492
H -2.489 -4.311 2.859 0.029 0.556 0.102
H 2.482 -3.283 -1.258 0.043 -0.298 0.059
C 6.173 -0.101 -2.057 0.349 -0.476 0.892
H -3.719 -5.736 4.956 0.110 -0.170 0.171
H -1.995 -5.884 4.475 -0.059 0.247 0.311
H -2.970 -0.400 7.273 -0.049 -0.349 0.159
H 7.651 2.441 -0.308 -0.036 0.007 -0.116
C 1.408 -3.470 -1.263 -0.621 0.396 -0.265
H -4.209 -4.119 2.689 -0.201 -0.336 0.053
O 1.094 0.975 -6.095 -0.674 0.323 0.214
H -2.916 -7.361 4.608 -0.444 0.140 0.207
H -4.445 -1.350 6.711 0.114 0.166 0.419
H -3.718 3.724 0.584 0.306 -0.107 -0.338
H -1.126 5.175 -1.638 0.335 0.144 0.385
H -2.340 1.600 5.549 0.021 0.163 -0.229
C -3.573 -0.096 5.236 0.114 0.006 0.840
C -3.847 4.781 0.347 -0.854 -0.289 1.012
O -3.634 5.859 -1.715 -0.960 0.502 -1.779
C 7.477 1.473 -0.753 -1.368 -1.407 -0.760
C 7.077 -1.087 -1.668 1.240 0.610 -0.692
C -3.440 -0.991 6.488 -0.732 0.340 -1.317
H -1.401 4.710 0.150 0.970 -0.355 -0.379
H -2.370 0.933 3.836 0.069 0.413 0.204
H -1.244 1.561 -5.595 -0.029 -0.067 -0.367
C -3.367 -4.732 2.368 1.610 0.657 0.400
H -0.832 3.215 -5.298 -0.602 0.589 -0.512
H 6.980 -2.037 -2.174 0.144 -0.453 0.426
H -2.853 -1.866 6.211 0.337 0.095 0.189
C -3.076 5.329 -0.811 0.361 0.490 1.105
H 5.695 1.964 -1.865 -0.069 0.138 -0.083
C 6.387 1.180 -1.595 0.115 1.018 0.246
H 1.234 4.088 -6.305 0.609 0.642 -0.572
C -0.017 -1.331 -1.036 -0.750 0.091 -0.833
C -2.353 0.721 4.905 0.100 -0.761 -0.189
C -2.996 -6.301 4.369 0.621 -0.346 -1.435
C 0.777 -2.399 -0.380 0.572 -0.465 1.610
H 1.044 -3.376 -2.286 0.132 0.007 -0.045
H 5.310 -0.419 -2.623 -0.037 0.347 -0.197
```
Positions in Å, forces in eV/Å.

## Properties
Relative energy (zero: lowest compared OMol25 entry of this formula, charge and spin) = 0.0 kcal per mole
Energy = -1213.93977 hartree
Structure (SMILES) = c1ccncc1.CC(C)=O.CC(C)=O.CC(C)=O.CC(C)=O.CC(C)=O
E_HOMO = -9.570 eV

[3]
DFT (ωB97M-V/def2-TZVPD) results for a structure of composition C20H36CaCl2N4O2Si.

Geometry as XYZ:
```
66
Properties=species:S:1:pos:R:3:forces:R:3
C -1.758 -5.399 -0.401 0.006 0.002 -0.008
C 2.927 0.989 2.254 0.039 0.040 0.056
H -2.209 2.911 -1.465 0.002 0.014 0.003
O 1.655 -1.215 -2.042 0.036 -0.178 -0.119
C -0.153 1.859 2.316 0.070 -0.049 -0.020
H -0.259 2.006 3.400 -0.022 -0.019 0.003
H -1.759 -6.284 -1.027 0.000 -0.002 0.001
C 2.098 -3.530 -1.539 0.067 -0.098 0.004
H -2.659 3.639 0.065 0.023 0.017 0.016
C -1.502 -4.368 1.746 0.005 -0.015 -0.031
C -0.712 4.205 -0.661 0.034 0.070 0.034
C -1.822 3.182 -0.478 -0.080 -0.082 -0.058
H -2.017 1.194 -0.171 0.017 -0.039 0.015
H -3.694 -0.660 1.082 0.005 0.001 0.001
H -2.098 1.073 1.950 -0.010 0.010 0.029
H 1.842 -0.793 2.747 0.023 0.006 -0.021
C -2.011 -4.153 -0.965 0.028 0.025 -0.017
H -4.673 -1.361 -0.202 -0.007 0.006 0.011
C -1.509 1.944 1.642 -0.082 0.032 -0.008
N 2.834 0.856 -0.250 0.148 -0.277 -0.068
C 1.679 0.287 2.775 -0.084 -0.003 0.021
C 1.693 -2.109 -1.159 -0.080 0.200 -0.016
H 0.504 2.649 1.944 -0.026 0.019 -0.005
Cl 1.214 -4.098 -2.955 0.020 0.005 -0.014
H -3.809 -2.243 -2.674 0.005 -0.006 0.002
Ca 0.362 0.075 -0.538 0.104 1.115 0.111
H -1.304 -4.441 2.809 0.000 -0.001 0.002
N 0.454 0.562 2.009 0.000 -0.112 -0.075
C -1.505 -5.513 0.958 0.006 0.002 0.011
N 1.145 2.809 -1.626 -0.087 -0.049 0.024
C 3.502 0.393 0.975 -0.004 0.000 -0.096
N -1.414 1.939 0.179 -0.040 -0.040 0.040
C -2.938 -1.579 -2.692 -0.017 0.005 -0.050
C 0.212 3.925 -1.839 0.045 -0.031 -0.044
H 3.688 0.908 3.035 -0.009 -0.012 0.003
C -1.743 -3.133 1.165 0.000 0.040 0.051
H 4.577 0.607 0.918 0.005 0.026 0.032
C 2.258 3.198 -0.759 -0.015 -0.002 0.022
H -1.175 5.180 -0.837 -0.006 -0.012 -0.026
C -2.011 -2.984 -0.200 0.047 -0.033 0.012
H -2.182 -2.026 -3.342 0.007 0.005 0.007
H -4.184 0.330 -0.293 0.025 -0.003 -0.014
H -3.246 -0.641 -3.163 -0.005 -0.004 -0.001
H 4.219 2.461 -0.234 -0.060 0.050 0.065
H 1.880 3.315 0.260 0.018 0.001 0.009
H 1.896 -4.204 -0.715 -0.029 -0.007 -0.009
H -1.310 -6.483 1.399 -0.001 0.000 0.003
H 2.744 2.062 2.131 0.011 -0.004 -0.025
Si -2.265 -1.239 -0.943 -0.290 -0.228 -0.029
H 3.392 -0.692 1.011 0.014 -0.001 0.014
H -1.716 -2.250 1.803 -0.021 0.009 -0.016
Cl 3.861 -3.547 -1.819 -0.035 0.010 0.019
H 1.524 0.567 3.826 0.020 0.001 0.007
H -0.397 3.693 -2.716 -0.014 -0.024 0.019
C 3.331 2.130 -0.779 -0.091 -0.081 -0.062
H -2.203 -4.095 -2.030 -0.012 -0.002 -0.001
O 1.414 -1.907 0.048 0.156 -0.319 0.092
H -2.056 2.824 1.999 0.059 0.030 -0.014
H 2.685 4.166 -1.059 0.006 -0.011 -0.027
C -3.847 -0.672 -0.002 -0.053 0.000 0.010
H -0.222 -0.159 2.255 0.003 0.007 0.038
H -0.139 4.317 0.264 -0.006 -0.024 0.010
H 0.772 4.841 -2.075 -0.007 0.002 0.004
H 3.647 1.982 -1.818 0.030 0.024 0.011
H 1.528 2.556 -2.532 0.030 -0.005 0.008
H 2.962 0.145 -0.964 0.079 0.001 0.057
```
Positions in Å, forces in eV/Å.

## Properties
Relative energy (zero: lowest compared OMol25 entry of this formula, charge and spin) = 0.0 kcal per mole
Energy = -3040.80303 hartree
E_HOMO = -6.359 eV